ORCA calculation (wB97M-V/def2-TZVPD) on C44H32F14N3O7PPdS2 as an isolated structure in a non-equilibrium geometry.

XYZ file:
```
104
Properties=species:S:1:pos:R:3
Pd 0.664 0.047 1.103
S -0.828 -1.580 1.866
S 2.680 -2.091 2.659
P -1.263 1.204 0.337
F -2.611 3.870 6.330
F -5.858 -3.463 -1.470
F -3.886 -2.632 5.745
F -2.801 5.642 5.114
F -0.855 6.097 -4.256
F -2.985 6.167 -3.905
F -3.039 -2.855 3.227
F -4.025 -4.382 -2.164
F 0.405 0.284 4.130
F -5.015 -2.898 -3.377
F -0.483 0.504 6.606
F -2.173 4.783 -5.361
F -4.503 4.339 5.390
F -2.620 -0.940 7.483
O 2.475 2.299 -4.893
O 1.091 3.074 -0.714
O 2.192 1.628 1.688
O 4.234 1.949 0.828
O 1.649 -1.259 -1.924
O 3.934 -1.785 3.314
O 1.563 -2.429 3.499
N 2.309 -1.055 1.535
N 1.900 2.619 -2.737
N 1.448 0.860 -1.164
C 4.138 -5.692 1.516
C 2.376 -3.799 0.514
C -1.738 2.021 -2.330
C -1.009 2.527 2.712
C -1.946 2.128 1.764
C 3.304 1.225 1.193
C 1.463 2.184 -1.458
C -1.485 3.799 -0.749
C -1.559 2.434 -1.018
C -1.863 2.951 -3.361
C 2.332 0.357 -3.492
C 3.020 -3.575 1.722
C -4.514 -1.244 -0.579
C 0.122 -0.050 -4.724
C 3.438 -0.269 0.962
C 4.704 0.790 -2.550
C -3.169 4.345 5.208
C -2.192 -1.061 6.213
C -1.806 -1.022 -1.111
C 2.618 -4.976 -0.185
C -1.109 -0.333 5.762
C 3.831 -0.018 -3.509
C -2.421 -0.094 -0.261
C -3.277 2.522 1.906
C 2.237 1.834 -3.787
C -2.366 -2.014 4.033
C 3.792 -7.190 -0.483
C 3.906 -4.523 2.224
C -3.901 -2.138 -1.439
C -1.274 -1.304 3.541
C 1.769 -0.052 -2.115
C -1.813 4.297 -3.071
C -2.755 3.560 3.998
C -3.777 -0.215 -0.004
C -2.824 -1.913 5.334
C 3.500 -5.934 0.300
C -1.955 5.330 -4.154
C -1.629 4.726 -1.764
C -4.696 -3.219 -2.102
C -2.540 -2.030 -1.705
C -3.690 3.219 3.029
C 1.596 -0.421 -4.589
C -0.658 -0.460 4.458
C -1.418 3.242 3.830
H 2.117 -0.245 -5.532
H -3.995 2.321 1.122
H 4.828 -6.432 1.910
H 4.729 1.846 -2.832
H 4.394 -0.576 1.375
H 4.802 -7.169 -0.900
H 1.685 -1.477 -4.331
H 3.094 -7.307 -1.313
H -1.301 4.140 0.261
H -1.998 2.615 -4.380
H 0.003 0.990 -5.038
H -0.401 -0.182 -3.771
H 4.183 0.112 -4.536
H -0.689 3.530 4.578
H -0.729 -0.989 -1.257
H -0.378 -0.682 -5.461
H -5.564 -1.350 -0.345
H 3.719 -8.080 0.148
H 1.708 -3.041 0.124
H -1.792 0.970 -2.571
H -2.049 -2.745 -2.353
H 5.731 0.420 -2.576
H 3.461 -0.436 -0.115
H 3.881 -1.082 -3.266
H 4.369 0.744 -1.512
H -4.728 3.498 3.150
H 1.843 3.614 -2.895
H 0.042 2.286 2.575
H 4.407 -4.327 3.163
H -4.277 0.453 0.683
H -1.571 5.785 -1.543
H 2.114 -5.146 -1.131
```

Output
- frontier orbital gap (eV) = 6.766
- E (eV) = -137441.2969
- F_max (eV/Å) = 1.05
- spin multiplicity = 1
- charge = -2
- HOMO (hartree) = -0.1095
- energy above the lowest of the compared OMol25 structures with the same formula, charge and spin (eV) = 1.227

These are the Mulliken partial charges, in e, on atoms 1 to 4:
1. Pd 2.467
2. S -0.461
3. S 0.979
4. P 2.336

ORCA calculation (wB97M-V/def2-TZVPD) on C44H33As2F2RuS as an isolated structure in a non-equilibrium geometry.

XYZ file:
```
83
Properties=species:S:1:pos:R:3
Ru -0.920 1.338 0.358
As -2.048 -1.424 -0.399
As 1.445 1.630 0.436
S -2.957 1.970 -0.622
F -2.310 2.889 2.519
F -0.168 2.599 2.997
C 0.551 0.476 -2.903
C 0.024 -0.611 -2.122
C 2.180 3.430 0.199
C 1.626 -0.994 -4.516
C -1.336 -0.579 2.265
C 3.351 0.784 4.195
C -2.627 -0.964 4.260
C 3.977 2.987 3.455
C 3.339 5.946 0.141
C -5.419 1.026 -1.164
C -3.806 -0.738 -0.930
C -4.075 0.653 -0.916
C -6.419 0.112 -1.422
C 2.481 5.554 -0.879
C 3.928 -1.511 -0.856
C -2.031 -4.322 0.157
C -2.266 -3.348 -0.800
C -4.836 -1.649 -1.166
C -2.039 -5.673 -0.191
C 3.201 2.816 2.317
C -2.460 -3.733 -2.122
C 4.832 -0.925 -1.729
C 3.605 5.086 1.202
C 0.363 -1.909 -2.651
C -6.138 -1.249 -1.434
C -1.048 2.851 1.844
C 1.893 4.295 -0.845
C -2.260 -6.049 -1.504
C 4.056 1.966 4.394
C -3.531 -1.731 3.531
C 1.315 0.280 -4.037
C 4.730 0.429 -2.014
C -0.709 -0.319 -0.949
C -1.540 -0.385 3.630
C 2.495 1.637 2.118
C 3.737 1.195 -1.417
C 1.122 -2.081 -3.788
C -3.340 -1.906 2.166
C 2.837 0.617 -0.529
C 2.566 0.623 3.061
C 2.937 -0.742 -0.260
C -2.236 -1.344 1.532
C 3.021 3.827 1.233
C -2.465 -5.076 -2.475
H 4.514 3.915 3.622
H -2.616 -5.362 -3.509
H 0.048 -2.784 -2.095
H 3.795 6.929 0.117
H 4.263 5.406 2.002
H -7.431 0.462 -1.600
H 1.200 3.985 -1.619
H -2.266 -7.099 -1.776
H 2.238 -1.137 -5.398
H 0.293 1.479 -2.583
H -5.644 2.085 -1.124
H 1.682 1.152 -4.575
H -2.603 -2.974 -2.883
H -1.845 -4.030 1.184
H 5.415 0.889 -2.718
H 3.982 -2.573 -0.647
H 5.600 -1.526 -2.202
H 2.207 -1.213 0.389
H -4.072 -2.458 1.586
H -0.426 -0.176 1.798
H -2.789 -0.797 5.319
H 4.661 2.095 5.283
H 1.990 -0.286 2.922
H -6.910 -1.983 -1.635
H 3.657 2.248 -1.660
H -4.623 -2.711 -1.152
H -4.395 -2.168 4.019
H -0.852 0.250 4.175
H 3.406 -0.007 4.933
H -1.867 -6.427 0.569
H -0.860 3.923 1.698
H 2.262 6.234 -1.693
H 1.356 -3.093 -4.112
```

Output
- frontier orbital gap (alpha / beta) (eV) = 4.021 / 3.908
- E (eV) = -186690.1035
- F_max (eV/Å) = 1.17
- ⟨S²⟩ = 0.76
- spin multiplicity = 2
- charge = -2
- HOMO (alpha / beta) (hartree) = 0.0145 / 0.0187
- energy above the lowest of the compared OMol25 structures with the same formula, charge and spin (eV) = 2.207

These are the Mulliken partial charges, in e, on atoms 1 to 4:
1. Ru -1.146
2. As 2.436
3. As 1.679
4. S -0.448